# C29H22N3O3Pt

A molecular structure, C29H22N3O3Pt (wB97M-V/def2-TZVPD, the Open Molecules 2025 dataset).

Properties
**HOMO**: -10.769 eV
**M**: 655.59 g mol⁻¹
**LUMO**: -4.1 eV
**Frontier orbital gap**: 6.66 eV
**Total charge**: +1
**2S+1**: 1

XYZ file:
```
58
Properties=species:S:1:pos:R:3:mulliken_charge:R:1
H 3.8168 2.7216 2.4455 0.4258
C -2.4909 5.3510 -1.2658 -0.4220
C -2.5235 4.1973 -2.0329 -0.9132
H 5.0660 3.5857 0.4962 0.4129
C 3.3390 2.7748 1.4762 -0.8823
C -1.7362 3.1077 -1.6855 -0.3042
C -0.7159 -2.8792 -2.0852 0.4764
C 0.2501 -3.1387 2.4816 0.6820
H -1.6390 6.3074 0.4558 0.4115
O -0.7132 1.8290 2.1364 -0.6688
H 3.9394 3.7331 -1.7070 0.4033
H -0.4364 -0.9310 5.5177 0.4411
C -0.8798 4.3267 0.1963 -0.2076
H -2.3235 -0.0259 -1.8283 0.6698
C 0.9124 -5.7629 -0.2022 -0.6843
N -0.2610 -1.8820 2.3288 -0.0685
C -0.2286 -1.5743 4.6758 -0.8947
C -0.0971 -3.7961 -1.0906 0.5369
H 0.9005 0.9820 -1.5542 0.3549
H -3.1006 6.2021 -1.5372 0.4004
N -0.0756 -3.2800 0.1464 -0.1652
H 0.5021 -3.2180 5.8395 0.4506
H -0.8861 -0.1241 3.1885 0.6048
C -2.0295 -1.0994 -3.6954 -0.8104
C 2.0188 2.3603 1.3471 -0.2481
C 3.4132 3.3346 -0.8503 -0.9428
C 0.9203 -5.1940 1.0669 -0.6517
C 0.3951 -3.9219 1.2249 0.5982
H 1.6021 3.0320 -1.9393 0.3760
O -0.0111 1.0209 -1.2444 -0.2268
C 0.5397 -3.6360 3.7330 -0.7838
O -1.5629 0.3072 0.7809 -0.8299
H 0.9437 -4.6317 3.8440 0.3347
H -2.5698 -0.3853 -4.2988 0.4250
Pt -0.7738 -1.4984 0.4102 0.6077
C -1.6684 5.4106 -0.1481 -0.8732
H -3.1585 4.1454 -2.9073 0.4178
C 0.3922 -5.0749 -1.2936 -0.7051
C 4.0416 3.2573 0.3850 -0.4169
H -0.2437 4.3734 1.0712 0.4677
C 0.2937 -2.8407 4.8483 -0.3829
H 1.4781 2.0107 2.2131 0.5641
C -0.9079 3.1685 -0.5736 -0.6092
C -0.7715 -3.1237 -3.4403 -0.5766
C 2.0986 2.9232 -0.9807 -0.2519
H -1.7497 2.2106 -2.2874 0.3591
C -0.7777 1.3286 1.0333 -0.1181
H -0.3102 -4.0085 -3.8536 0.3647
C -1.4299 -2.2109 -4.2592 -0.4950
C -1.9115 -0.8910 -2.3283 0.0058
C -0.4963 -1.1162 3.3914 0.1165
C 1.3877 2.4172 0.1113 -0.3636
C -0.0432 1.9693 -0.1713 2.9908
H 1.3146 -6.7565 -0.3414 0.4502
H -1.4708 -2.3725 -5.3271 0.4592
H 1.3158 -5.7393 1.9105 0.3773
N -1.2536 -1.7457 -1.5544 -0.0576
H 0.3658 -5.5292 -2.2725 0.3688
```

---

# C29H23AuBrFN3O9S

A molecular structure, C29H23AuBrFN3O9S in a non-equilibrium geometry (wB97M-V/def2-TZVPD, the Open Molecules 2025 dataset).

Properties
**HOMO**: -5.993 eV
**M**: 885.45 g mol⁻¹
**LUMO**: 1.2 eV
**Relative energy (zero: lowest compared OMol25 entry of this formula, charge and spin)**: 0.0982 eV
**Frontier orbital gap**: 7.14 eV
**Total charge**: -1
**2S+1**: 1

XYZ file:
```
68
Properties=species:S:1:pos:R:3:mulliken_charge:R:1
C 5.9148 -1.1054 0.5524 -0.0186
C 1.1737 2.8048 -0.6216 -0.1507
C 6.8892 -0.1187 0.6746 -0.6709
Au 0.1062 0.0309 -0.4145 2.1918
C -2.3482 0.6244 -5.6940 0.9908
O -2.5338 2.3277 -0.7531 -0.6517
N -0.6425 1.6526 5.6817 -0.6497
C 0.7248 -0.0665 6.5827 0.0799
H 7.9139 -0.4064 0.8757 0.5056
C -2.4046 -1.4535 -0.3774 -0.1021
C 1.0541 -0.5259 5.3222 -0.3557
O 1.6363 -1.2881 2.7055 -0.7522
C 2.5533 2.2403 -0.3108 0.0147
C 0.5224 0.1401 4.2307 0.1026
C -3.4970 1.1423 -5.1052 -0.8378
H 5.9037 3.4937 2.5534 0.3707
S -2.8551 0.9940 -1.1473 1.3764
C 4.2651 0.5373 0.0877 0.3149
H -3.2105 -1.6192 0.3323 0.2904
O 1.0467 4.0146 -0.5677 -0.7376
H 4.7070 4.7235 2.1592 0.4025
H 5.4266 4.8144 -0.1605 0.4982
H 7.1115 3.3627 -1.1062 0.3604
C -2.2226 0.5008 -7.1904 -1.4049
H -0.3743 1.4017 7.7101 0.3666
C -1.3054 0.2220 -4.8666 -1.1875
C 3.5287 3.1613 -0.0644 -0.1161
O 0.2370 1.9964 -0.9877 -0.5671
H 6.4278 5.1367 2.1334 0.3886
O 0.4382 0.4433 1.8992 -0.7831
F 6.2924 -2.3856 0.7202 -0.3646
O -4.2159 0.5383 -0.9892 -0.7531
H 3.8551 -1.5717 0.1638 0.6227
H -4.3222 1.4527 -5.7362 0.3063
H -1.5300 1.2510 -7.5782 0.2945
O -1.5138 -3.5542 0.2795 -0.6702
C 6.5566 1.2120 0.5563 1.0645
O -0.0672 -1.9864 -0.3529 -0.8204
C 5.2176 1.5476 0.2773 -0.5039
H -4.5067 1.6325 -3.2688 0.4242
H 7.7909 2.5063 1.7438 0.3487
C 7.1506 3.5528 -0.0305 -1.0715
Br 1.4288 -0.9116 8.1358 -0.2311
H -0.5789 0.0036 -2.8676 0.4573
H 8.5413 1.9268 0.2656 0.4573
H 3.2539 4.2091 -0.0683 0.6102
C 5.7613 3.9657 0.4370 -0.2858
C -0.1167 1.0233 6.7272 -0.1497
H -3.1858 0.6447 -7.6786 0.3593
C -1.4032 0.3276 -3.4874 0.1274
C -1.2724 -2.4286 -0.0864 0.2519
H -0.7606 1.7354 3.6163 0.5503
C -2.5561 0.8401 -2.9158 0.3344
H 1.7027 -1.3757 5.1564 0.5597
C 7.6036 2.2886 0.6891 -1.1568
C -0.3273 1.2168 4.4617 -0.1841
H -2.7674 -1.7365 -1.3736 0.2988
H -1.8350 -0.4807 -7.4656 0.3434
O 2.1734 -0.0731 -0.7298 -1.1131
C -3.6064 1.2481 -3.7286 -0.9246
C 5.7021 4.3528 1.9130 -1.3847
C 0.9070 -0.3028 2.8094 0.3197
C 2.9102 0.8688 -0.3391 1.6593
N 4.8168 2.8696 0.1709 0.1304
N -1.9319 -0.0708 -0.3342 -0.0605
H 7.8464 4.3750 0.1378 0.4325
H -0.4037 -0.1905 -5.3050 0.3863
C 4.6156 -0.8081 0.2580 -0.9335
```

---

# C29H23BrClILaN4O4Se2

A molecular structure, C29H23BrClILaN4O4Se2 in a non-equilibrium geometry (wB97M-V/def2-TZVPD, the Open Molecules 2025 dataset).

Properties
**HOMO**: -4.750 eV
**M**: 1030.61 g mol⁻¹
**LUMO**: 1.8 eV
**Relative energy (zero: lowest compared OMol25 entry of this formula, charge and spin)**: 0.2062 eV
**Frontier orbital gap**: 6.54 eV
**Total charge**: -1
**2S+1**: 1

XYZ file:
```
66
Properties=species:S:1:pos:R:3:mulliken_charge:R:1
H 6.0552 18.2712 16.7379 0.4084
La 7.1995 17.0855 12.9571 1.5598
C 4.7199 11.8779 13.2034 -0.5519
Br 8.2736 7.1316 15.1843 -0.1976
H 9.2857 20.4348 15.1703 0.4907
H 6.4913 16.1114 9.2772 0.2297
O 5.8437 15.2690 13.7838 -0.6963
C 5.5382 14.1989 9.0271 -0.8005
C 5.0630 13.0524 9.6393 -0.5619
C 6.5993 18.2935 15.7906 -1.8079
H 5.3539 6.8020 14.6710 0.3875
C 5.1798 19.4657 10.7881 -0.3855
C 4.8285 8.1148 13.0707 -0.2919
H 7.6277 20.5777 14.6589 0.4138
C 5.5616 14.1895 13.1679 0.2469
C 8.2799 17.9811 9.8255 0.8226
C 6.0300 15.2561 9.7608 -0.1653
H 4.7268 12.1844 9.0586 0.4669
Se 5.5151 19.1560 14.4266 -0.5971
H 8.5477 9.2379 13.1385 0.3434
C 5.6175 20.3511 8.6495 -0.8432
H 10.0944 18.4075 16.0891 0.4513
H 7.0462 20.5262 17.1234 0.3518
H 6.9277 10.2519 11.5077 0.3831
C 5.5732 14.1336 11.7126 0.0484
H 5.1204 13.0603 14.9136 0.4384
I 11.0139 17.1063 9.0379 0.0113
N 6.0219 15.2484 11.1051 -0.1139
H 5.4041 20.9726 7.8181 0.4646
C 7.7477 19.6243 7.5687 0.6133
H 9.5282 19.0772 13.4154 0.2611
C 5.1332 13.0286 13.8363 -0.5731
C 6.8025 19.5952 8.6198 -0.1207
C 4.6668 11.8581 11.8328 0.1299
C 7.0360 7.9192 13.9822 0.1323
C 4.7748 20.2619 9.7162 -0.9842
C 5.0520 12.9558 11.0371 0.9217
H 3.8463 20.8136 9.7408 0.4224
Se 9.4698 16.3906 14.7573 -0.4200
C 7.4802 8.9105 13.1203 -0.5073
C 7.9938 18.9197 16.0064 2.7443
H 5.5503 14.3171 7.9074 0.3154
C 8.4087 19.8471 14.8981 -1.5656
Cl 7.3918 20.6886 6.1909 -0.2970
H 9.6723 19.9052 17.8521 0.3434
C 8.9121 18.9198 7.6528 -0.3182
N 6.2728 18.7155 10.8235 0.3766
H 7.4264 19.0675 18.0805 0.4660
H 3.7943 7.8830 13.0896 0.4325
C 7.8215 19.7467 17.3024 -1.2218
H 9.1280 17.2959 17.0655 0.3506
N 4.3535 9.5810 11.2014 -0.6978
N 4.1564 10.7975 10.9762 -0.1689
H 6.7471 17.2225 15.5877 0.5104
H 9.6009 19.0797 6.8285 0.4030
C 5.7080 7.5698 13.9947 -0.4565
O 8.9332 20.4737 17.7108 -0.5398
O 8.5040 17.2993 10.8882 -0.5175
C 5.2567 9.1061 12.1853 0.0521
O 8.6048 19.1355 13.6315 -0.2176
C 6.5905 9.4923 12.2056 0.1031
H 4.5774 19.3579 11.7267 0.2668
H 4.4020 11.0448 13.8094 0.4336
C 7.0665 18.7646 9.7375 -0.0969
C 9.2007 18.1371 8.8017 -0.3633
C 9.1583 17.8544 16.0777 -1.7179
```

---

Q: What is the total charge in the third record?
A: -1